Record 1
Formula: C19H22N2O7S2
Source: the Open Molecules 2025 dataset
Level of theory: ωB97M-V/def2-TZVPD

```
! wB97M-V def2-TZVPD RIJCOSX def2/J DEFGRID3
* xyz 0 1
C -1.9895 -0.0706 -3.6227
O -0.7822 0.6020 -3.3161
C 0.0433 -0.0435 -2.4890
O -0.1895 -1.1860 -2.1162
C 1.2291 0.7091 -2.1115
C 2.1301 0.1747 -1.2077
N 2.0333 -1.0645 -0.6380
C 2.6907 -1.3931 0.4956
O 3.6271 -0.7606 0.9362
C 2.1643 -2.6674 1.1589
O 0.9385 -3.0726 0.5703
C -0.1956 -2.8642 1.2446
O -0.2572 -2.6057 2.4181
C -1.3880 -3.1415 0.3508
C -2.6034 -2.2975 0.7352
N -2.5786 -1.0454 0.0036
S -1.4905 0.1388 0.4550
O -1.6249 1.1757 -0.5249
O -0.2085 -0.4618 0.6548
C -2.1172 0.7308 2.0197
C -3.0671 1.7344 2.0137
C -3.5953 2.1710 3.2171
C -3.1717 1.5934 4.4048
C -2.2179 0.5880 4.3962
C -1.6815 0.1506 3.1946
S 3.3955 1.2532 -0.8021
C 2.7328 2.4605 -1.8788
C 3.4288 3.7733 -2.0121
C 1.5907 2.0445 -2.4885
C 0.7942 2.8867 -3.4283
H -1.7823 -1.0185 -4.1264
H -2.5488 0.5958 -4.2750
H -2.5435 -0.2701 -2.7027
H 1.1789 -1.5626 -0.9097
H 2.0275 -2.4731 2.2279
H 2.8882 -3.4768 1.0253
H -1.6244 -4.2033 0.4467
H -1.1087 -2.9261 -0.6803
H -2.6055 -2.1328 1.8221
H -3.5200 -2.8216 0.4578
H -3.4833 -0.6263 -0.1399
H -3.3604 2.1682 1.0704
H -4.3327 2.9592 3.2295
H -3.5849 1.9338 5.3426
H -1.8884 0.1443 5.3230
H -0.9331 -0.6252 3.1572
H 2.7876 4.5893 -1.6791
H 4.3299 3.7731 -1.4053
H 3.7092 3.9606 -3.0484
H 0.7019 2.3946 -4.3942
H 1.2632 3.8567 -3.5653
H -0.2086 3.0238 -3.0291
*
```

## Properties
HOMO   -7.607 eV
Gap between HOMO and LUMO   7.94 eV
LUMO   0.0123 hartree
Energy relative to the best compared isomer or geometry (same formula, charge and spin)   0.0 kcal/mol

---

Record 2
Formula: C19H22N2TeZn
Source: the Open Molecules 2025 dataset
Level of theory: ωB97M-V/def2-TZVPD

```
! wB97M-V def2-TZVPD RIJCOSX def2/J DEFGRID3
* xyz 0 1
C 2.6193 -1.1022 -0.2901
C 0.6298 -2.8022 -0.7778
H 2.9296 -1.2604 -1.4156
H 2.9685 -2.0391 0.3509
H 2.4904 -0.1359 0.2133
H -0.0023 -2.5207 -1.6645
H 1.7421 -3.1523 -1.1872
H 0.4032 -3.3003 0.2299
C 1.6798 2.0928 -0.1534
C 1.7149 3.4497 -0.5043
C 0.7053 3.9392 -1.3545
C -0.3008 3.0672 -1.7822
H 2.4346 1.6946 0.5306
H 2.5115 4.0873 -0.1207
H 0.7057 4.9888 -1.6736
H -1.1174 3.4171 -2.4129
N 0.7636 1.2442 -0.6229
C -0.2596 1.7185 -1.3924
C -1.3429 0.7720 -1.6988
N -1.1929 -0.5004 -1.2322
C -2.2180 -1.3695 -1.2909
C -3.5904 0.2184 -2.4391
C -3.4407 -1.0461 -1.8977
H -2.0481 -2.3494 -0.8259
H -4.2216 -1.8015 -1.9197
C -2.5461 1.1479 -2.3362
H -2.6340 2.1703 -2.7184
H -4.5145 0.5102 -2.9388
Zn 0.7145 -0.9224 -0.3736
C -0.1762 -2.9401 2.7671
H 0.7711 -3.3318 2.3831
H -1.0344 -3.4812 2.3509
H -0.2083 -2.9430 3.8607
Te -0.4699 -0.9046 2.2011
C 0.8679 0.0712 3.5443
C 1.5339 -0.6491 4.5450
C 2.4185 0.0369 5.4337
C 2.5818 1.4330 5.2953
C 1.8828 2.1459 4.3006
C 1.0140 1.4538 3.4429
H 1.3872 -1.7140 4.6525
H 2.9429 -0.5074 6.1823
H 3.2568 1.9549 5.9666
H 2.0200 3.2115 4.2008
H 0.4396 2.0103 2.6746
*
```

## Properties
HOMO (alpha / beta)   -4.661 / -4.117 eV
Gap between HOMO and LUMO (alpha / beta)   4.10 / 3.28 eV
LUMO (alpha / beta)   -0.0205 / -0.0306 hartree
Energy relative to the best compared isomer or geometry (same formula, charge and spin)   32.5 kcal/mol

---

Record 3
Formula: C19H22N4O3
Source: the Open Molecules 2025 dataset
Level of theory: ωB97M-V/def2-TZVPD

```
! wB97M-V def2-TZVPD RIJCOSX def2/J DEFGRID3
* xyz 0 1
C 3.0386 6.1535 3.2714
C 4.0536 6.0330 2.1195
O 4.4629 4.9334 1.8710
C 3.8473 4.0843 1.2356
O 2.8674 4.4741 0.7737
C 4.4482 2.6855 0.9448
C 3.9167 1.7735 0.1891
C 4.3791 0.3809 0.1128
O 5.8004 0.0275 0.2057
N 3.7182 -0.5958 -0.3394
C 2.0464 -0.4983 -0.3160
C 1.4523 0.0246 0.6181
C 0.0311 0.1041 0.4582
C -0.5745 -0.8007 -0.1791
C -2.0284 -0.7847 -0.4089
N -2.6663 0.1571 -0.0781
N -4.0189 -0.2703 -0.2884
C -4.0433 -1.5286 -0.2976
N -2.7400 -1.9903 -0.7562
C -2.5533 -3.4175 -0.5835
C -3.0399 -3.8518 -1.8377
C -4.3276 -4.4184 -2.0553
C -5.2832 -3.0373 -1.8269
C -5.3246 -2.2256 -0.7298
C 0.0324 -1.5141 -1.1051
C 1.5356 -1.4801 -1.0542
H 2.0286 5.6453 2.8315
H 2.6913 7.2701 3.4222
H 3.2142 5.7853 4.1882
H 3.7596 6.3651 1.1108
H 5.0100 6.6524 2.4456
H 5.4075 2.4713 1.6022
H 2.9418 2.0968 -0.2504
H 4.0864 -1.4086 -0.4588
H 2.0455 0.6955 1.5724
H -0.6773 0.5857 1.3837
H -1.3854 -3.4705 -0.3813
H -2.8420 -3.9367 0.3482
H -2.3671 -4.8599 -2.1863
H -2.6197 -3.4096 -2.4547
H -4.6006 -4.7811 -2.8661
H -4.5755 -5.1343 -1.1743
H -6.3887 -3.4269 -2.0991
H -4.9670 -2.4497 -2.8402
H -6.1900 -1.6975 -0.5857
H -5.4746 -2.9095 0.2224
H -0.2512 -2.2811 -1.8251
H 2.1239 -2.2204 -1.9490
*
```

## Properties
HOMO   -9.013 eV
Gap between HOMO and LUMO   8.79 eV
LUMO   -0.0082 hartree
Energy relative to the best compared isomer or geometry (same formula, charge and spin)   444.3 kcal/mol

---

Record 4
Formula: C19H22O4
Source: the Open Molecules 2025 dataset
Level of theory: ωB97M-V/def2-TZVPD

```
! wB97M-V def2-TZVPD RIJCOSX def2/J DEFGRID3
* xyz 0 1
C -4.3101 -0.4767 1.5311
C -3.4934 0.5744 1.1063
C -3.0299 1.7037 2.0661
C -3.3881 0.7228 -0.1713
O -2.1998 1.7224 -0.5513
C -0.9951 1.6495 -0.3567
C -0.1283 2.4214 -0.6862
C 1.2907 2.2958 -0.8629
C 1.8845 1.2353 -0.1599
C 3.3882 1.0309 -0.1410
C 4.2510 2.1526 -0.5969
C 3.7104 -0.1876 0.5834
C 5.1257 -0.5297 0.8079
C 2.7605 -1.2556 0.8432
O 2.9994 -2.2226 1.5672
O 1.4680 -0.8722 0.8778
C 1.0143 -0.0304 0.1524
C -0.5134 0.3695 0.0730
O -1.2944 -0.6830 0.5708
C -1.1075 -1.9958 0.3630
C -1.4421 -2.4143 -1.1412
C -2.6389 -2.7832 -1.5179
C -0.3005 -1.9809 -1.8053
H -4.7022 -0.8021 2.4920
H -4.7842 -1.1405 0.6450
H -3.3624 2.5805 1.7003
H -2.0840 1.3681 2.0721
H -3.7201 1.3749 3.1092
H -4.1722 1.3742 -0.9360
H -3.1701 -0.0632 -0.9674
H -0.4651 3.1829 -1.1732
H 1.8996 3.0509 -1.0098
H 3.9623 2.1455 -1.5117
H 4.0708 2.8778 0.0512
H 5.2612 1.8137 -0.4795
H 5.6877 0.3114 1.0363
H 5.7839 -0.5796 -0.3369
H 5.2704 -1.7489 1.0884
H -0.2916 -2.3503 0.8535
H -1.9953 -2.5589 0.9938
H -2.7816 -2.6911 -2.5247
H -3.3752 -2.9139 -0.9981
H 0.5968 -2.4435 -1.7166
H -0.2193 -0.8002 -2.0302
H -0.4605 -2.4340 -2.9096
*
```

## Properties
HOMO   -7.567 eV
Gap between HOMO and LUMO   7.37 eV
LUMO   -0.0071 hartree
Energy relative to the best compared isomer or geometry (same formula, charge and spin)   412.0 kcal/mol

---

Record 5
Formula: C19H23AsNTi
Source: the Open Molecules 2025 dataset
Level of theory: ωB97M-V/def2-TZVPD

```
! wB97M-V def2-TZVPD RIJCOSX def2/J DEFGRID3
* xyz -1 3
C 0.9495 1.4486 0.1424
Ti 0.6844 -0.6188 0.5054
N 1.8525 -1.8591 -0.8387
H -0.6710 -0.3023 -0.3908
H 0.2023 -0.0528 1.9824
H 0.4386 2.0935 0.8734
H 0.5748 1.6495 -0.8705
H 2.0347 1.6184 0.1527
H 1.2423 -2.2694 -1.5577
H 2.3261 -2.6426 -0.3636
H 2.5825 -1.3248 -1.3320
C -2.4606 -4.6279 4.5658
C -1.4952 -4.8681 3.5779
C -1.1692 -3.8713 2.6523
C -1.8209 -2.6379 2.7255
C -2.7652 -2.3748 3.7153
C -3.0923 -3.3823 4.6367
As -1.4576 -1.3380 1.2525
C -2.5691 -2.3360 -0.0827
C -2.0729 -2.5493 -1.3743
C -2.8042 -3.3302 -2.2760
C -4.0252 -3.8993 -1.8866
C -4.5116 -3.6840 -0.5938
C -3.7814 -2.9002 0.3137
C -2.6884 0.0818 1.8280
C -3.8531 0.3631 1.1091
C -4.7060 1.3794 1.5645
C -4.3706 2.1383 2.6916
C -3.1668 1.8866 3.3677
C -2.3262 0.8560 2.9360
H -2.7131 -5.4094 5.2866
H -0.9885 -5.8326 3.5196
H -0.4301 -4.0596 1.8696
H -3.2577 -1.4043 3.7630
H -3.8414 -3.1738 5.4005
H -1.1226 -2.0986 -1.6882
H -2.4194 -3.4977 -3.2841
H -4.5926 -4.5086 -2.5904
H -5.4581 -4.1243 -0.2769
H -4.1573 -2.7520 1.3285
H -4.1033 -0.2110 0.2169
H -5.6363 1.5626 1.0275
H -5.0361 2.9257 3.0421
H -2.8834 2.4768 4.2371
H -1.3855 0.6565 3.4561
*
```

## Properties
HOMO (alpha / beta)   -0.417 / -4.441 eV
Gap between HOMO and LUMO (alpha / beta)   3.28 / 7.30 eV
LUMO (alpha / beta)   0.1051 / 0.1051 hartree

---

Record 6
Formula: C19H23BN3O5Os
Source: the Open Molecules 2025 dataset
Level of theory: ωB97M-V/def2-TZVPD

```
! wB97M-V def2-TZVPD RIJCOSX def2/J DEFGRID3
* xyz 1 5
Os -0.5345 -0.7805 -0.7254
O 3.3368 0.4335 2.8991
C 2.2260 0.3133 3.6349
C 2.3543 0.3833 5.0227
C 1.2449 0.3024 5.8347
C -0.0318 0.1419 5.2893
C -0.1702 0.0316 3.9276
C 0.9468 0.1098 3.0811
C 0.7536 -0.0638 1.6516
O -0.3748 -0.6150 1.2362
N 1.6727 0.3140 0.8024
N 1.2678 0.1313 -0.4988
C 2.0766 0.4544 -1.4646
C 1.7937 0.3833 -2.8605
C 2.7694 0.8696 -3.7500
C 2.5802 0.8406 -5.1090
C 1.3938 0.3162 -5.6248
C 0.4194 -0.1747 -4.7824
C 0.5976 -0.1649 -3.3960
O -0.3579 -0.6970 -2.6385
H 3.1107 0.4582 1.9555
H 3.3482 0.5104 5.4303
H 1.3687 0.3634 6.9076
H -0.8976 0.0951 5.9345
H -1.1450 -0.1214 3.4841
H 3.0523 0.8363 -1.1768
H 3.6877 1.2743 -3.3416
H 3.3510 1.2130 -5.7685
H 1.2375 0.2835 -6.6945
H -0.5043 -0.5872 -5.1664
C -3.5602 -0.6131 0.6761
O -2.9227 -0.1677 -0.5266
C -3.1655 1.1913 -0.8715
C -2.2335 2.1203 -0.1375
O -0.9131 1.7867 -0.5422
C 0.0481 2.7023 -0.0197
H -4.6352 -0.4459 0.5971
H -3.1719 -0.0994 1.5576
H -3.3640 -1.6780 0.7663
H -4.2047 1.4594 -0.6700
H -2.9687 1.2678 -1.9414
H -2.3321 2.0183 0.9496
H -2.4659 3.1538 -0.4119
H -0.2224 3.7244 -0.2932
H 1.0132 2.4648 -0.4581
H 0.1159 2.6260 1.0693
B -0.8570 -5.2317 -0.6176
C -1.1217 -3.7476 -0.6780
N -1.2907 -2.5838 -0.7289
H -0.8675 -5.6657 -1.7404
H 0.2349 -5.3453 -0.1162
H -1.6890 -5.7923 0.0433
*
```

## Properties
HOMO (alpha / beta)   -11.389 / -11.399 eV
Gap between HOMO and LUMO (alpha / beta)   7.21 / 5.43 eV
LUMO (alpha / beta)   -0.1537 / -0.2194 hartree
Energy relative to the best compared isomer or geometry (same formula, charge and spin)   0.8 kcal/mol

---

Number 1: electronic energy -59044.24459 eV. Number 2: electronic energy -78745.34118 eV. Number 3: electronic energy -32145.12151 eV. Number 4: electronic energy -28232.89498 eV. Number 5: electronic energy -105515.74449 eV. Number 6: electronic energy -37917.58591 eV.